Entry from OMol25: C24H33BBr3Cl2N2O7 as an isolated structure in a non-equilibrium geometry (the ωB97M-V functional and the def2-TZVPD basis).

## Properties
- spin multiplicity = 1
- total charge = +1
- total energy (eV) = -278570.65066
- E_HOMO (eV) = -9.24

Last column: Löwdin charge in e.
Atoms and positions in Å:
C1 4.60746 -4.20369 1.32541  -0.1024
C2 4.24651 -2.72322 1.78685  -0.6572
Br1 4.94126 -2.01920 3.52178  0.5525
C3 3.41596 -1.91863 0.99533  -0.4226
Br2 2.99111 -0.07841 1.70368  0.6035
B1 2.72270 -2.33712 -0.43560  -1.0467
O1 3.69390 -1.88634 -1.44235  0.0488
O2 1.50483 -1.47311 -0.56395  -0.0553
C4 0.32703 -2.25106 -0.19355  -0.3907
O3 0.33829 -2.67296 1.17766  -0.0197
C5 -0.83538 -1.28866 -0.72667  -0.1376
O4 -1.99312 -1.17917 0.15119  -0.1494
C6 -2.69675 -2.43338 0.30484  -0.2027
O5 -2.61008 -3.31088 -0.82831  -0.2108
C7 -3.78084 -4.18095 -0.83948  -0.1662
C8 -3.49840 -5.64144 -1.42427  -0.2109
O6 -4.65437 -6.48253 -1.07432  -0.1167
C9 0.70753 -3.61174 -0.98798  -0.5860
Br3 0.03309 -5.28362 -0.09376  0.8256
C10 0.82981 -3.60532 -2.57797  -0.5254
Cl1 -0.82878 -3.74833 -3.42670  0.5296
C11 1.71499 -4.89353 -3.11134  -0.6240
C12 3.23293 -4.51104 -3.43525  -0.1356
Cl2 0.97348 -5.43296 -4.73945  0.4752
O7 2.12381 -3.67502 -0.59328  -0.0799
H1 5.18474 -4.27202 0.34717  0.0929
H2 3.61250 -4.76602 1.16583  0.0942
H3 5.22260 -4.68809 2.16231  0.0721
H4 3.27994 -1.99952 -2.33202  0.0621
H5 0.01949 -1.95910 1.76958  0.1076
H6 -0.31885 -0.15503 -0.75726  0.0868
H7 -1.12744 -1.49893 -1.82630  0.1395
H8 -2.25332 -2.97634 1.20563  0.1475
H9 -3.80969 -2.16061 0.45821  0.1503
H10 -4.28638 -4.25048 0.18256  0.1287
H11 -4.54776 -3.68852 -1.55145  0.1444
H12 -3.34653 -5.61576 -2.56368  0.1261
H13 -2.58862 -6.16543 -0.98298  0.0758
H14 -4.37748 -6.93111 -0.23815  0.0958
H15 1.32272 -2.67766 -3.01209  0.1217
H16 1.61132 -5.79962 -2.42863  0.0858
H17 3.62876 -5.32791 -4.14944  0.0763
H18 3.86605 -4.60724 -2.48696  0.0926
H19 3.36645 -3.52019 -3.98302  0.0887
C13 -0.27812 0.57790 0.45709  -0.0666
N1 -0.37695 2.05240 0.69061  -0.0106
C14 -0.21703 2.88996 -0.34848  0.0467
C15 -0.34248 4.25991 -0.17837  0.0529
C16 -0.64377 4.78711 1.07630  -0.1492
C17 -0.77928 3.88843 2.13371  0.0491
C18 -0.64048 2.52685 1.92000  0.0413
C19 -0.84140 6.23455 1.28961  -0.1281
C20 -2.04429 6.72019 1.80441  0.0577
C21 -2.20871 8.07231 2.04955  0.0266
N2 -1.20985 8.93857 1.79903  -0.0848
C22 -0.04326 8.50967 1.27860  0.0245
C23 0.16054 7.16581 1.01409  0.0632
C24 -1.37618 10.37423 2.10995  0.0450
H20 0.70663 0.37084 0.01651  0.0918
H21 -1.08828 0.31644 -0.20407  0.0783
H22 -0.38373 0.05303 1.40168  0.1247
H23 -0.00002 2.44901 -1.31529  0.1680
H24 -0.22502 4.90598 -1.04327  0.1401
H25 -0.99279 4.23930 3.13897  0.1398
H26 -0.74696 1.81086 2.72666  0.1593
H27 -2.86960 6.04805 2.01880  0.1452
H28 -3.13305 8.46869 2.45410  0.1536
H29 0.72166 9.25508 1.09243  0.1588
H30 1.11988 6.85273 0.61380  0.1467
H31 -1.20509 10.94144 1.19507  0.1165
H32 -0.64434 10.63320 2.87628  0.1183
H33 -2.38351 10.55935 2.48045  0.1071



Entry from OMol25: C24H35F15MgO12 as an isolated structure in a non-equilibrium geometry (the ωB97M-V functional and the def2-TZVPD basis).

## Properties
- spin multiplicity = 1
- energy above the lowest of the compared OMol25 structures with the same formula, charge and spin (kcal/mol) = 0.00
- total energy (eV) = -96233.00331
- E_HOMO (eV) = -6.97

Last column: Löwdin charge in e.
Atoms and positions in Å:
Mg1 10.78025 18.31118 20.39849  0.6562
C1 12.55345 22.34401 20.35312  -0.0780
C2 11.78292 21.32198 21.29334  -0.3937
O1 11.53339 20.02562 20.80308  -0.3615
H1 13.52829 21.98445 20.02370  0.0537
H2 12.60588 23.36121 20.74126  0.0546
H3 11.99511 22.48543 19.42772  0.0422
H4 10.88306 21.75994 21.72524  0.0684
H5 12.40403 21.23705 22.18503  0.0766
C3 10.23025 14.19633 18.95446  -0.0929
C4 9.47838 15.17244 19.91722  -0.3792
O2 10.13611 16.41943 20.17122  -0.3664
H6 10.29469 14.39416 17.88449  0.0398
H7 9.83732 13.18109 19.00922  0.0614
H8 11.25934 14.17550 19.31311  0.0348
H9 9.35214 14.55816 20.80875  0.0828
H10 8.51231 15.35590 19.44694  0.0779
C5 10.77920 16.62578 14.64990  -0.0446
C6 10.86974 17.02332 16.12451  -0.2002
O3 12.17992 17.42914 16.43456  0.0896
C7 12.41668 18.26945 17.34316  -0.3233
O4 11.63973 18.63372 18.24518  0.1005
C8 13.92270 18.86005 17.27500  -0.5690
F1 14.52483 18.43573 18.33122  0.2044
F2 14.59608 18.25999 16.30145  0.1705
F3 13.97596 20.18593 17.26605  0.1960
H11 9.71168 16.42864 14.55169  0.0815
H12 11.42845 15.75695 14.54169  0.0821
H13 11.13377 17.34487 13.91146  0.0845
H14 10.34520 16.28043 16.72541  0.1185
H15 10.26174 17.92794 16.13446  0.1152
C9 14.27317 13.57965 20.51387  -0.0642
C10 13.49840 14.82958 20.72877  -0.2111
O5 14.23608 15.88866 21.37145  0.0567
C11 13.82077 17.14999 21.44641  -0.2910
O6 12.76938 17.57322 20.94822  0.0905
C12 14.66413 18.10044 22.31119  -0.5605
F4 15.75073 17.47437 22.81109  0.1581
F5 15.06286 19.09075 21.50683  0.1815
F6 13.90313 18.54664 23.26546  0.2222
H16 14.50906 13.27191 21.53257  0.0803
H17 15.27640 13.65456 20.09431  0.0841
H18 13.71450 12.80504 19.98855  0.0882
H19 12.57741 14.65180 21.28400  0.1367
H20 13.23855 15.19303 19.73454  0.1176
C13 7.17256 20.82072 23.46092  -0.0222
C14 8.57519 20.39738 24.08292  -0.2005
O7 8.76060 19.05933 24.30888  0.0341
C15 9.13255 18.14942 23.37750  -0.2510
O8 9.59678 18.42688 22.28886  0.1189
C16 8.94030 16.61265 23.81804  -0.5036
F7 8.11738 15.97967 22.96438  0.1694
F8 10.12279 16.03012 23.83844  0.1908
F9 8.39694 16.59698 25.06049  0.1420
H21 6.91326 20.08429 22.70031  0.0451
H22 7.13795 21.78386 22.95175  0.0755
H23 6.35421 20.87605 24.17881  0.0681
H24 8.71191 20.97230 24.99883  0.1235
H25 9.37593 20.77832 23.44905  0.1131
C17 0.81537 16.87951 22.02663  -0.0625
C18 1.39704 18.22679 21.63984  -0.2380
O9 2.65864 17.91749 21.09972  -0.0135
C19 3.55046 18.98405 20.93224  -0.2715
O10 3.40763 20.16114 21.25337  0.1471
C20 4.92225 18.50214 20.28740  -0.4837
F10 4.96831 17.16369 20.02811  0.1482
F11 5.22130 19.25535 19.22754  0.1693
F12 5.92533 18.79050 21.13847  0.1427
H26 -0.20472 16.96576 22.40088  0.0796
H27 1.38853 16.33569 22.77752  0.0867
H28 0.72938 16.36204 21.07115  0.0798
H29 1.45746 18.79558 22.56769  0.1288
H30 0.88433 18.72338 20.81604  0.1363
C21 6.27908 17.63768 16.62044  -0.0522
C22 7.36886 17.99382 17.56448  -0.1900
O11 7.54220 19.33159 17.92553  0.0810
C23 8.35690 19.71443 18.78253  -0.3532
O12 8.95310 18.99022 19.59108  0.0880
C24 8.48891 21.28636 18.80772  -0.5356
F13 7.41933 21.86256 18.39225  0.2166
F14 8.75188 21.78929 20.05602  0.1419
F15 9.48622 21.71420 18.04191  0.1777
H31 6.35706 16.56958 16.41749  0.0903
H32 6.53026 17.88672 15.58942  0.0768
H33 5.23906 17.91532 16.79172  0.0858
H34 8.34457 17.74900 17.14480  0.1242
H35 7.10386 17.46527 18.48019  0.1243